No. 1
Computed, not measured: C5H6O2 as an isolated structure, with wB97M-V/def2-TZVPD.

Atoms and positions in Å:
O -2.17577 1.96312 -0.82401
C -0.26746 0.19061 0.38614
C -0.11563 -1.04084 -0.57302
O 1.04110 -0.58662 -1.25597
C 1.20070 0.29081 -0.15491
C 1.18686 -0.46902 1.09776
C 0.23598 -1.43519 0.79400
H -1.46781 2.13901 -1.45382
H -1.72004 1.47026 -0.11537
H -0.90826 -1.49570 -1.15580
H 1.76374 1.20499 -0.30426
H 1.54134 -0.17007 2.07577
H -0.31474 -2.06136 1.48349

E_tot	-344.4105	Eh
ΔE to the lowest compared entry with this formula, charge and spin	5.2078	eV
largest force on an atom	0.51	eV/A
M	98.101	g/mol

***

No. 2
Computed, not measured: one molecule with the formula C5H6O2, with wB97M-V/def2-TZVPD.

Atoms and positions in Å:
O 2.28519 -0.57911 -1.85865
C 2.09756 -0.32091 -0.69824
C 1.52526 -1.31077 0.30923
C 0.17004 -0.80459 0.53449
C -0.88136 -0.21412 0.55194
C -2.15583 0.51972 0.50274
O -2.07437 1.70790 -0.25719
H 2.25546 0.69788 -0.28864
H 1.53391 -2.31606 -0.12176
H 2.11388 -1.30492 1.23491
H -2.93820 -0.15179 0.12115
H -2.44668 0.82646 1.51068
H -1.85257 1.46505 -1.16529

E_tot	-344.5118	Eh
ΔE to the lowest compared entry with this formula, charge and spin	2.4517	eV
largest force on an atom	0.60	eV/A
SMILES	O=CCC#CCO
M	98.101	g/mol

***

No. 3
Computed, not measured: one molecule with the formula C5H6O2, with wB97M-V/def2-TZVPD.

Atoms and positions in Å:
C -0.28121 2.37716 0.44492
C -0.37025 1.21738 0.14425
C -0.26412 -0.24181 0.10623
C -1.50508 -0.99926 -0.31380
O 0.83023 -0.63158 -0.74733
C 2.04995 -0.38755 -0.23750
O 2.27557 0.08784 0.84245
H -0.12251 3.36270 0.81311
H 0.00714 -0.51690 1.12783
H -1.70004 -0.89075 -1.38242
H -2.36122 -0.61138 0.24474
H -1.37586 -2.05923 -0.08200
H 2.81740 -0.70660 -0.96049

E_tot	-344.5289	Eh
ΔE to the lowest compared entry with this formula, charge and spin	1.9871	eV
largest force on an atom	0.69	eV/A
SMILES	C#C[C@@H](C)OC=O
M	98.101	g/mol

***

No. 4
Computed, not measured: one molecule with the formula C5H6O2, with wB97M-V/def2-TZVPD.

Atoms and positions in Å:
C 1.91902 0.29999 0.78532
C 0.66234 -0.07981 0.01336
O -0.46322 0.52505 0.67512
C -1.72012 0.34765 0.18694
O -2.67963 0.84480 0.73379
C -1.84410 -0.49399 -1.05967
C -0.95202 -1.11508 -1.80921
H 1.86057 -0.06681 1.81732
H 2.79404 -0.14999 0.29889
H 2.04461 1.38940 0.80121
H 0.53335 -1.17488 -0.00383
H -2.87524 -0.61638 -1.41467
H 0.72040 0.29007 -1.02458

E_tot	-344.4619	Eh
ΔE to the lowest compared entry with this formula, charge and spin	3.8095	eV
largest force on an atom	1.54	eV/A
M	98.101	g/mol

***

No. 5
Computed, not measured: one molecule with the formula C5H6O2, with wB97M-V/def2-TZVPD.

Atoms and positions in Å:
C -0.75084 0.18627 1.01396
C -0.59272 -1.10609 0.22752
O -0.62215 -0.36186 -1.09102
C -0.30223 0.87177 -0.27026
C 1.24467 0.86458 -0.32039
O 1.88874 1.21669 0.65634
C 0.66573 -1.11211 -0.52833
H -1.78418 0.38755 1.30545
H -0.05229 0.32203 1.84192
H -1.29284 -1.93870 0.28995
H -0.83958 1.74821 -0.64053
H 1.62933 0.93945 -1.36308
H 0.80836 -2.01779 -1.12152

E_tot	-344.4024	Eh
ΔE to the lowest compared entry with this formula, charge and spin	5.4277	eV
largest force on an atom	0.43	eV/A
M	98.101	g/mol

***

No. 6
Computed, not measured: one molecule with the formula C5H6O2, with wB97M-V/def2-TZVPD.

Atoms and positions in Å:
O -3.62637 0.39541 -0.92590
C -2.51019 -0.03113 -0.73780
C -1.63873 0.42166 0.37032
C -0.42882 -0.07211 0.50511
C 0.72773 -0.65257 0.66314
C 2.04799 -0.22352 0.06323
O 1.95136 0.80473 -0.88628
H -2.06065 -0.80381 -1.39458
H -2.04756 1.15049 1.06697
H 0.73975 -1.53844 1.29814
H 2.74096 0.03401 0.88147
H 2.48859 -1.08056 -0.45736
H 1.61594 1.59583 -0.44645

E_tot	-344.5226	Eh
ΔE to the lowest compared entry with this formula, charge and spin	2.1587	eV
largest force on an atom	0.49	eV/A
SMILES	O=CC=C=CCO
M	98.101	g/mol

***

No. 7
Computed, not measured: one molecule with the formula C5H6O2, with wB97M-V/def2-TZVPD.

Atoms and positions in Å:
O 1.05306 1.72397 1.23610
C 0.69447 0.91153 0.42148
C 1.57832 -0.16516 -0.20915
O 0.71138 -1.10787 -0.81129
C -0.61833 -0.66226 -0.70484
C -1.34348 -0.44106 0.60591
C -0.69389 0.70879 -0.13602
H 2.22203 -0.66521 0.51924
H 2.22392 0.32528 -0.95629
H -1.21396 -0.99573 -1.54796
H -0.95679 -0.65445 1.60103
H -2.42689 -0.52381 0.54893
H -1.22984 1.54598 -0.56713

E_tot	-344.5425	Eh
ΔE to the lowest compared entry with this formula, charge and spin	1.6175	eV
largest force on an atom	0.51	eV/A
SMILES	O=C1CO[C@H]2C[C@@H]12
M	98.101	g/mol

***

No. 8
Computed, not measured: one molecule with the formula C5H6O2, with wB97M-V/def2-TZVPD.

Atoms and positions in Å:
C 1.41428 0.02410 -0.70440
C 0.48877 0.87651 0.20373
C 0.66152 -0.67753 0.22290
C -0.60117 1.83511 0.14496
C -0.27675 -1.82468 0.12846
O 1.76382 0.01257 -1.86032
O 0.67780 0.06839 1.42760
H -0.96106 1.87202 -0.90247
H -0.45036 2.86256 0.36150
H -1.31119 1.48090 0.89495
H 0.18502 -2.63917 -0.51770
H -1.13679 -1.60134 -0.48670
H -0.45389 -2.28943 1.08750

E_tot	-344.3270	Eh
⟨S²⟩	2.008
ΔE to the lowest compared entry with this formula, charge and spin	3.1080	eV
largest force on an atom	4.97	eV/A
spin multiplicity	3
M	98.101	g/mol

***

No. 9
Computed, not measured: one molecule with the formula C5H6O2S, with wB97M-V/def2-TZVPD.

Atoms and positions in Å:
O 0.18057 2.16612 -0.33312
C 0.90590 1.40093 0.22033
C 0.88327 -0.10709 -0.05922
S 2.29332 -0.89086 0.12164
O -0.19399 -0.69786 -0.50048
C -1.45826 -0.04931 -0.45484
C -2.60466 -0.95351 -0.11203
C -2.14840 0.08511 0.86051
H 1.63767 1.73273 0.92032
H -1.57400 0.71779 -1.22731
H -2.32390 -2.03649 0.06910
H -3.50407 -0.82162 -0.63438
H -1.59450 -0.32050 1.76441
H -2.69405 0.97895 1.10189

E_tot	-742.7081	Eh
ΔE to the lowest compared entry with this formula, charge and spin	2.0890	eV
largest force on an atom	2.36	eV/A
SMILES	O=CC(=S)OC1CC1
M	130.168	g/mol

***

No. 10
Computed, not measured: one molecule with the formula C5H6O2S, with wB97M-V/def2-TZVPD.

Atoms and positions in Å:
C -0.93051 1.85659 -0.30602
C -0.26098 0.75924 -0.00880
C 0.57254 0.27158 1.16511
O 1.60823 -0.36079 0.45108
C 1.17805 -1.58160 0.08782
S 1.96069 -2.97952 0.42136
O -0.03304 -1.69345 -0.32898
C -0.64981 -0.51143 -0.84897
H -0.91533 2.91921 0.07004
H -1.52232 1.99773 -1.34477
H 0.03146 -0.56873 1.82248
H 0.93771 1.22841 1.82638
H -1.72196 -0.86312 -1.04705
H -0.25474 -0.47413 -1.95968

E_tot	-742.6717	Eh
ΔE to the lowest compared entry with this formula, charge and spin	3.0799	eV
largest force on an atom	4.19	eV/A
SMILES	C=C1COC(=S)OC1
M	130.168	g/mol